The following is a quantum chemistry calculation of the molecule C5H7FS, from the Open Molecules 2025 dataset.

Structure (XYZ):
```
14
Properties=species:S:1:pos:R:3:forces:R:3:mulliken_charge:R:1
S -1.4723 1.3619 -0.4652 -0.166 0.474 0.180 -0.17
F 2.0159 -1.5874 0.0117 0.148 1.868 0.179 -0.24
C -1.1436 -0.3862 -0.4135 1.730 0.098 2.196 -0.12
C 2.0659 -0.2969 0.5385 2.012 -0.496 1.322 -0.19
C 1.1545 0.6274 0.3114 0.559 0.634 2.592 -0.32
C -1.1790 -1.1712 0.8870 2.843 1.040 1.184 -1.02
C 0.0950 0.4840 -0.5832 -2.613 -1.284 -5.565 -0.25
H 2.9945 -0.1138 1.1868 -1.639 -0.662 -1.002 0.32
H -1.5252 -0.9961 -1.1743 -0.154 -0.308 -1.616 0.52
H 0.9883 1.5325 0.9304 1.394 -0.565 -0.232 0.28
H 0.4504 0.4403 -1.6768 -0.502 0.201 1.576 0.37
H -0.0696 -1.7991 0.9875 -3.811 1.309 -0.177 0.15
H -2.1249 -1.6583 0.8784 -0.274 -1.425 0.308 0.41
H -1.2569 -0.4515 1.7643 0.474 -0.882 -0.947 0.26
```
Forces are in eV/Å.

The maximum force comes out at 6.281 eV/Å. Its SMILES is C[C@H]1S[C@H]1/C=C\F. The value obtained for the total energy is -18848.5680 eV. The value obtained for the HOMO-LUMO gap is 0.361 Ha. The value obtained for the HOMO energy is -8.96 eV.



The following is a quantum chemistry calculation of a structure of composition C5H7I, from the Open Molecules 2025 dataset.

Structure (XYZ):
```
13
Properties=species:S:1:pos:R:3:forces:R:3:mulliken_charge:R:1
I 4.8231 0.0688 -0.1522 -1.633 0.381 0.102 -0.08
C -0.3571 -0.3673 1.5478 0.062 1.048 1.156 -0.51
C 0.4178 0.1975 -0.3359 0.980 0.427 2.165 -0.48
C -0.8306 -0.4619 0.1529 0.100 0.161 -1.782 0.28
C -2.0016 -0.7232 -0.3842 -1.682 -0.276 -0.650 -0.80
C 0.8369 0.4054 0.9650 -2.446 -1.516 -1.950 -0.33
H 0.8602 0.5577 -1.2626 -0.426 -0.294 -0.033 0.41
H -0.1191 -1.3014 2.0384 0.067 -0.258 0.094 0.21
H -2.2970 -0.7462 -1.4215 1.009 0.436 -0.602 0.27
H -1.0631 0.2113 2.1665 0.399 -0.147 0.063 0.24
H 1.5671 0.9333 1.4846 1.360 0.842 0.461 0.50
H -2.9555 -0.8888 0.1067 0.525 -0.370 1.109 0.26
H 3.1545 0.4311 -0.0362 1.685 -0.433 -0.133 0.01
```
Forces are in eV/Å.

The maximum force comes out at 3.476 eV/Å. The value obtained for the total energy is -13396.1274 eV. The value obtained for the HOMO-LUMO gap is 0.344 Ha. The value obtained for the HOMO energy is -8.96 eV.



The following is a quantum chemistry calculation of the molecule C5H7I, from the Open Molecules 2025 dataset.

Structure (XYZ):
```
13
Properties=species:S:1:pos:R:3:forces:R:3:mulliken_charge:R:1
I -3.9314 0.0107 0.0516 0.015 -0.191 -0.233 0.02
C -0.8423 -1.2649 -0.2330 -3.736 1.888 -0.386 -1.39
C -2.0624 0.8819 -0.2034 -1.362 2.150 0.393 -0.77
C 0.2858 0.9787 -0.0738 -0.407 2.843 0.704 -0.14
C -0.9083 0.2515 -0.1202 -2.230 -2.455 -2.046 1.17
C 1.5101 0.5424 0.1127 0.543 0.466 0.045 -0.94
H 2.1921 1.3203 0.3396 1.072 0.330 -0.018 0.25
H -1.4028 -1.6124 0.5837 0.057 -0.992 1.725 0.42
H 0.1416 -1.3596 -0.2425 4.113 -2.088 0.192 0.29
H 1.8770 -0.4651 0.1046 -0.151 -0.315 0.024 0.26
H -2.1980 1.9946 -0.2606 0.501 -1.215 0.195 0.37
H -1.3771 -1.7781 -1.0445 0.450 0.826 -0.411 0.33
H 0.0096 2.0820 0.0134 1.134 -1.247 -0.182 0.13
```
Forces are in eV/Å.

The maximum force comes out at 4.617 eV/Å. Its SMILES is C=C/C(C)=C/I. The value obtained for the total energy is -13396.9774 eV. The value obtained for the HOMO-LUMO gap is 0.334 Ha. The value obtained for the HOMO energy is -8.52 eV.



The following is a quantum chemistry calculation of a cluster of 2 separate species, C5H7I in total, from the Open Molecules 2025 dataset.

Structure (XYZ):
```
13
Properties=species:S:1:pos:R:3:forces:R:3:mulliken_charge:R:1
I 3.2069 0.4256 0.0035 -0.135 0.140 0.698 0.03
C 1.9750 -2.4187 0.3572 -0.568 -3.995 2.454 -0.72
C -1.7598 0.9989 -0.2249 -0.594 0.419 0.311 -0.06
C -2.0634 -0.1089 -0.5516 0.713 -0.483 -0.600 -0.12
C 1.9156 -1.2609 -0.2762 -1.425 4.326 -3.771 -0.36
C -1.5876 2.3694 0.2575 -1.043 -4.136 -0.979 -1.30
H -0.9527 2.2865 1.0221 2.521 0.502 3.141 0.34
H -1.2612 2.8887 -0.5166 1.924 2.760 -3.217 0.37
H -2.5048 2.7076 0.4965 -3.051 1.379 1.284 0.37
H 0.9304 -0.9913 -0.6131 -0.127 0.705 -0.511 0.38
H 1.1664 -3.1193 0.5127 -0.333 0.486 0.651 0.31
H -1.9814 -1.0398 -1.0436 -0.435 -0.471 0.050 0.41
H 2.9165 -2.7379 0.5766 2.552 -1.631 0.487 0.35
```
Forces are in eV/Å.

As for the expectation value of S²: 2.01. The maximum force comes out at 5.913 eV/Å. The value obtained for the total energy is -13391.2906 eV. The value obtained for the HOMO-LUMO gap (alpha / beta) is 0.238 / 0.247 Ha. The value obtained for the HOMO energy (alpha / beta) is -5.79 / -9.67 eV. Its multiplicity is 3.